(1)
Entry from the Open Molecules 2025 dataset: a molecular structure, AsF6H26O13 in a non-equilibrium geometry (wB97M-V/def2-TZVPD).

Summary:
Total energy (Eh): -3828.8779
Charge: -2
Relative energy (zero: lowest compared OMol25 entry of this formula, charge and spin) (kJ/mol): 4.3
HOMO-LUMO gap (alpha / beta) (eV): 4.2 / 9.7
Spin multiplicity: 2

Element x y z (Å)
O: 8.222 -14.017 23.505
O: 6.977 -18.551 17.262
F: 6.251 -14.443 21.635
H: 3.402 -12.591 19.203
H: 5.362 -11.110 19.448
H: 3.655 -17.284 17.232
H: 3.745 -12.969 20.628
H: 2.915 -13.279 17.221
F: 4.335 -14.998 20.064
H: 9.378 -16.118 18.819
H: 9.638 -17.609 18.846
O: 3.587 -17.131 18.174
O: 8.181 -13.120 17.247
H: 5.121 -13.168 22.357
H: 7.398 -17.910 20.576
F: 6.207 -13.752 19.201
H: 4.070 -16.318 18.320
H: 3.258 -17.887 21.064
F: 7.917 -15.431 19.997
O: 6.152 -10.855 19.925
F: 6.001 -16.815 20.879
F: 6.113 -16.238 18.466
O: 4.494 -12.879 23.020
O: 2.611 -17.209 20.868
O: 1.191 -15.032 21.839
H: 8.808 -17.542 20.986
O: 3.170 -12.403 20.112
O: 5.220 -18.022 23.206
H: 8.196 -14.736 24.136
H: 7.516 -13.213 17.928
As: 6.107 -15.281 19.994
H: 6.684 -11.650 19.952
O: 3.637 -12.674 17.392
H: 6.883 -17.794 17.841
H: 1.174 -15.045 22.795
O: 8.299 -18.232 20.560
O: 10.047 -16.774 18.620
H: 8.079 -13.902 16.703
H: 4.724 -13.379 23.803
H: 7.695 -14.324 22.768
H: 5.285 -18.863 22.754
H: 1.977 -15.524 21.605
H: 2.983 -16.729 20.128
H: 5.575 -17.387 22.584
H: 7.792 -18.390 16.787
H: 4.422 -13.162 17.140



(2)
Entry from the Open Molecules 2025 dataset: a molecular structure, C2H2N2O in a non-equilibrium geometry (wB97M-V/def2-TZVPD).

Summary:
Total energy (Eh): -261.9958
Relative energy (zero: lowest compared OMol25 entry of this formula, charge and spin) (kJ/mol): 441.5
HOMO-LUMO gap (eV): 10.7

Element x y z (Å)
C: -0.587 -0.118 -0.353
N: -1.446 0.628 -0.182
H: 2.326 0.930 0.408
H: 1.520 0.815 0.316
C: 0.033 -1.334 -0.143
N: 0.430 -2.397 0.135
O: -2.276 1.475 -0.180



(3)
Entry from the Open Molecules 2025 dataset: C4H5N3OS in the gas phase in a non-equilibrium geometry (wB97M-V/def2-TZVPD).

Summary:
Total energy (Eh): -792.8855
Relative energy (zero: lowest compared OMol25 entry of this formula, charge and spin) (kJ/mol): 723.7
HOMO-LUMO gap (alpha / beta) (eV): 6.3 / 6.3

Element x y z (Å)
C: -0.410 -0.881 -0.214
N: 1.892 -0.533 -0.143
H: -2.540 0.551 1.047
O: 3.651 -1.764 0.229
N: -0.700 0.475 -0.074
N: 3.112 -0.694 0.111
H: -1.142 -1.664 -0.081
C: 0.237 1.368 -0.280
C: 0.892 -1.351 -0.350
C: -2.065 1.051 0.232
S: 0.851 2.804 -0.144
H: -1.899 2.065 0.519
H: 0.992 -2.423 -0.322
H: -2.870 0.996 -0.530



(4)
Entry from the Open Molecules 2025 dataset: a molecular structure, C31H42AgN8O7S2Si in a non-equilibrium geometry (wB97M-V/def2-TZVPD).

Summary:
Total energy (Eh): -3404.1934
Charge: -1
HOMO-LUMO gap (eV): 6.6

Element x y z (Å)
H: -3.025 3.975 1.865
H: 6.523 -1.450 -0.846
C: 1.129 1.576 -2.543
C: 5.367 -3.249 -0.490
H: -3.758 4.165 -0.887
H: 6.242 -3.896 -0.476
H: -2.742 5.618 1.153
O: 1.745 3.577 -4.394
H: 2.651 5.022 1.490
H: -4.908 1.630 2.451
H: 1.525 3.638 1.459
N: -3.825 0.385 -0.697
C: 2.989 -2.904 -0.319
O: -1.152 2.368 1.486
H: -5.477 -5.428 -0.693
C: 5.543 -1.885 -0.694
H: 0.688 1.251 -3.472
Si: 4.056 -5.670 -0.078
O: 1.184 6.818 0.432
H: -1.644 6.974 0.826
C: 4.996 -6.035 1.512
O: -2.174 -0.969 -1.404
H: -0.377 5.315 2.175
Ag: 0.094 -1.269 -0.300
N: 2.204 2.710 -0.985
H: 1.877 -6.462 -0.944
C: 2.450 -6.617 -0.027
C: -1.917 1.769 0.716
C: 4.403 -1.107 -0.703
C: -2.474 2.954 -2.124
H: 5.152 -7.466 -1.439
O: -5.483 1.835 -0.206
H: -4.467 -0.217 -1.189
O: 0.520 5.063 -1.202
S: 0.784 5.455 0.161
H: 3.319 4.449 -0.898
C: -2.886 3.519 -0.766
H: 4.532 -6.159 -2.461
H: 2.676 -7.685 0.076
C: -1.824 5.914 0.646
C: -2.334 -4.185 -0.308
H: 5.137 -7.111 1.657
H: 1.819 -6.298 0.803
H: -3.251 1.807 3.079
C: -4.686 -4.810 -0.288
H: -4.517 2.938 3.569
H: -1.327 -4.277 -0.696
C: -2.615 -3.264 0.699
C: -2.473 -0.022 -0.681
C: -3.380 -4.950 -0.787
C: -4.983 -3.897 0.708
C: -3.923 -3.131 1.186
C: -0.652 5.073 1.146
H: 5.982 -5.560 1.502
N: 0.961 0.918 -1.376
H: -3.196 -5.669 -1.575
C: -3.230 2.492 0.348
N: -1.603 0.595 0.150
C: -4.297 1.554 -0.183
H: 4.477 -0.032 -0.873
C: 2.928 3.713 -0.209
H: 4.445 -5.644 2.373
C: -3.781 3.253 1.554
C: 4.106 -3.798 -0.310
H: 0.866 1.513 1.503
N: 3.174 -1.579 -0.516
H: -2.206 -0.931 2.832
H: -2.069 4.133 -0.378
H: -2.163 3.768 -2.780
C: 1.763 1.192 0.965
N: 2.299 3.635 -3.312
H: 3.768 3.226 0.285
C: 1.890 2.691 -2.334
H: -3.299 2.429 -2.611
C: -4.134 2.349 2.733
H: -1.633 2.264 -2.034
C: -2.536 -1.726 2.177
H: -5.990 -3.788 1.093
H: -4.602 -1.757 2.677
H: -1.963 5.770 -0.426
O: 3.194 4.424 -3.045
N: -1.774 -2.359 1.341
H: 2.663 1.595 1.431
H: 6.047 -5.944 -1.578
C: 2.051 4.375 0.853
N: -3.843 -2.134 2.141
C: 5.045 -6.379 -1.520
S: 1.369 -3.466 -0.032
C: 1.648 1.589 -0.464
H: -0.829 3.996 1.056
H: -4.669 3.798 1.231
H: 1.810 0.105 1.010